[1]
C8H11N2O2 | ωB97M-V/def2-TZVPD

CARTESIAN COORDINATES (ANGSTROEM)
1 C -0.3383 -2.8022 0.0903
2 C 0.1951 -1.7557 0.3762
3 C -3.1346 0.2810 -1.2724
4 C -1.8451 -0.0061 -1.1060
5 C 2.0900 1.7178 -0.3452
6 C 3.1350 -0.5769 -0.1621
7 C -0.8813 1.0198 -0.6424
8 C 1.8132 0.1685 -0.3600
9 N -0.2910 0.5849 0.6849
10 N 0.7867 -0.3048 0.5747
11 O 1.9450 2.3072 0.7407
12 O 2.5130 2.1539 -1.4057
13 H -0.5165 -3.6368 -0.5447
14 H -3.7023 -0.4656 -1.7422
15 H -3.4677 1.1340 -0.8942
16 H -1.3344 -0.9209 -1.3663
17 H 2.8150 -1.5206 0.2387
18 H 3.8186 -0.5138 -1.0982
19 H 3.6457 0.0334 0.5993
20 H -1.4582 1.9359 -0.5323
21 H -0.0344 1.2668 -1.3434
22 H 1.5099 0.0313 -1.4989
23 H 0.2877 1.3911 1.0809

The calculation puts the frontier orbital gap at 0.306 Eh. The net charge is -1. As for the spin multiplicity: 1. Its SMILES is C#CN(NCC=C)[C@H](C)C(=O)[O-]. As for the energy above the lowest of the compared OMol25 structures with the same formula, charge and spin: 205.11 kJ/mol. Its LUMO energy is 3.532 eV.

Atomic partial charges in e from the Löwdin method, atoms 1 to 6: C 0.03; C -0.07; C 0.01; C -0.17; C -0.77; C -0.06

---

[2]
C35H47IN4OPSn | ωB97M-V/def2-TZVPD

CARTESIAN COORDINATES (ANGSTROEM)
1 Sn 0.6008 -0.5053 1.0312
2 C -3.7905 -0.3934 2.0023
3 C -2.5099 -1.1788 1.9101
4 C -1.4658 -0.8245 2.7598
5 C -1.6137 0.3384 3.6955
6 C -0.2757 -1.6656 2.8410
7 C 0.6161 -1.6027 4.0670
8 C -0.2336 -2.8551 1.9813
9 C 0.7927 -3.9295 2.2493
10 C -1.2102 -3.0466 1.0045
11 C -1.0682 -4.1689 0.0173
12 C -2.3676 -2.2481 1.0056
13 C -3.4861 -2.5693 0.0606
14 H -3.6411 0.6450 1.6972
15 H -4.1488 -0.3721 3.0320
16 H -4.5795 -0.8109 1.3874
17 H -2.1290 0.0161 4.6056
18 H -2.2074 1.1321 3.2499
19 H -0.6623 0.7680 3.9952
20 H 1.6441 -1.8895 3.8597
21 H 0.2247 -2.3134 4.7991
22 H 0.6139 -0.6246 4.5394
23 H 1.5066 -4.0734 1.4357
24 H 0.2723 -4.8810 2.3661
25 H 1.3554 -3.7583 3.1599
26 H -1.8268 -4.9373 0.1779
27 H -0.0994 -4.6529 0.0729
28 H -1.1909 -3.7861 -0.9968
29 H -3.8722 -1.6671 -0.4112
30 H -4.3123 -3.0346 0.6055
31 H -3.1866 -3.2567 -0.7223
32 N 2.4327 -1.7435 0.4489
33 C 3.6340 -1.9884 1.2955
34 C 4.2988 -0.6807 1.6789
35 C 3.4554 0.1819 2.5950
36 N 2.2199 0.7109 1.9354
37 H 2.0767 -2.6216 0.0715
38 H 2.6871 -1.2270 -0.3947
39 H 4.3262 -2.6322 0.7526
40 H 3.3113 -2.5286 2.1882
41 H 4.5927 -0.1214 0.7834
42 H 5.2308 -0.8995 2.2017
43 H 4.0292 1.0492 2.9262
44 H 3.1495 -0.3638 3.4874
45 H 2.4992 1.3232 1.1618
46 H 1.7303 1.3516 2.5706
47 N 0.1122 -0.6460 -0.8045
48 P 0.0157 0.4761 -1.9476
49 C -1.6803 1.0021 -2.2243
50 C -2.0403 1.5845 -3.4372
51 C -3.3445 2.0124 -3.6475
52 C -4.2975 1.8494 -2.6532
53 C -3.9498 1.2494 -1.4461
54 C -2.6450 0.8268 -1.2329
55 C 0.6079 -0.2402 -3.4725
56 C 0.0549 -1.4639 -3.8634
57 C 0.4544 -2.0564 -5.0465
58 C 1.4048 -1.4316 -5.8488
59 C 1.9480 -0.2136 -5.4720
60 C 1.5508 0.3876 -4.2848
61 C 1.0001 1.9542 -1.6230
62 C 2.3266 1.7993 -1.2069
63 C 3.1148 2.9063 -0.9284
64 C 2.5867 4.1860 -1.0803
65 C 1.2782 4.3484 -1.5117
66 C 0.4823 3.2380 -1.7753
67 H -1.3073 1.6953 -4.2284
68 H -3.6189 2.4616 -4.5923
69 H -5.3155 2.1729 -2.8237
70 H -4.7075 1.0942 -0.6877
71 H -2.3774 0.3330 -0.3051
72 H -0.6973 -1.9410 -3.2457
73 H 0.0230 -2.9992 -5.3540
74 H 1.7139 -1.8950 -6.7761
75 H 2.6767 0.2742 -6.1049
76 H 1.9685 1.3480 -4.0103
77 H 2.7743 0.8099 -1.1730
78 H 4.1520 2.7803 -0.6442
79 H 3.2081 5.0520 -0.8938
80 H 0.8803 5.3433 -1.6651
81 H -0.5318 3.3768 -2.1277
82 N -1.8899 3.1642 0.9850
83 C -0.6522 2.8212 1.2874
84 O -0.2864 1.6205 1.2772
85 C 0.3117 3.9213 1.6294
86 I 0.8709 3.7956 3.6903
87 H -2.5356 2.4747 0.6165
88 H -2.1722 4.1327 0.9707
89 H -0.1027 4.9124 1.4729
90 H 1.2122 3.8186 1.0285

The calculation puts the frontier orbital gap at 0.255 Eh. The net charge is +3. As for the spin multiplicity: 1. As for the energy above the lowest of the compared OMol25 structures with the same formula, charge and spin: 0.00 kJ/mol. Its LUMO energy is -9.332 eV.

Atomic partial charges in e from the Löwdin method, atoms 1 to 6: Sn 1.34; C 0.00; C -0.17; C -0.22; C -0.02; C -0.29

---

[3]
C10H12N2S | ωB97M-V/def2-TZVPD

CARTESIAN COORDINATES (ANGSTROEM)
1 C -2.6670 -1.5539 1.4284
2 C -3.2417 -1.4290 0.2474
3 C -2.7370 -0.5848 -0.8861
4 N -1.4271 -0.0264 -0.6663
5 C -1.2400 1.2391 -0.2407
6 N 0.0162 1.6240 0.1212
7 C 1.2362 0.9561 0.0057
8 C 1.5300 0.1052 -1.0591
9 C 2.7615 -0.5218 -1.1238
10 C 3.7167 -0.3038 -0.1463
11 C 3.4412 0.5676 0.8954
12 C 2.2137 1.1949 0.9725
13 H 1.9990 1.8757 1.7835
14 H 4.1864 0.7586 1.6530
15 H 4.6746 -0.7973 -0.2029
16 H 2.9776 -1.1772 -1.9544
17 H 0.8164 -0.0318 -1.8571
18 H 0.0402 2.5255 0.5793
19 S -2.4556 2.3559 -0.1345
20 H -0.6891 -0.6925 -0.4828
21 H -3.4244 0.2545 -1.0421
22 H -2.7144 -1.1833 -1.8046
23 H -4.1643 -1.9478 0.0263
24 H -3.0928 -2.1695 2.2010
25 H -1.7564 -1.0379 1.6870

The calculation puts the frontier orbital gap at 0.327 Eh. The net charge is 0. As for the spin multiplicity: 1. Its SMILES is C=CCNC(=S)Nc1ccccc1. As for the energy above the lowest of the compared OMol25 structures with the same formula, charge and spin: 0.00 kJ/mol. Its LUMO energy is 0.734 eV.

Atomic partial charges in e from the Löwdin method, atoms 1 to 6: C 0.01; C -0.16; C -0.24; N -0.02; C -0.87; N 0.04

---

[4]
C5H10N3O3 | ωB97M-V/def2-TZVPD

CARTESIAN COORDINATES (ANGSTROEM)
1 C -0.6996 -0.7308 0.6212
2 C -0.8110 -0.2671 -0.7629
3 C 0.2029 0.1568 1.4895
4 C -0.1825 1.0906 -1.0058
5 C 1.4110 0.5362 0.7110
6 N 1.3391 0.9392 -0.4901
7 N 3.5571 -0.1634 1.3424
8 N -5.6780 0.0705 0.2638
9 O 2.2381 1.3156 -1.2604
10 O -5.2960 -0.0583 -0.9376
11 O -4.8384 0.4962 1.1030
12 H -1.6738 -0.6993 1.1406
13 H -0.3019 -1.7199 0.6613
14 H -0.3850 -0.8704 -1.4662
15 H -1.9131 -0.1961 -1.0628
16 H -0.4244 0.9868 1.8109
17 H 0.4193 -0.3325 2.3699
18 H -0.0453 1.1281 -2.0688
19 H -0.5824 2.0560 -0.6444
20 H 3.2226 -1.0998 1.5914
21 H 3.8146 -0.2229 0.3594

The calculation puts the frontier orbital gap (alpha / beta) at 0.095 / 0.197 Eh. The net charge is -1. As for the spin multiplicity: 3. As for the energy above the lowest of the compared OMol25 structures with the same formula, charge and spin: 666.89 kJ/mol. Its LUMO energy (alpha / beta) is 1.776 / 1.693 eV.

Atomic partial charges in e from the Löwdin method, atoms 1 to 6: C -0.19; C -0.19; C -0.16; C -0.03; C 0.03; N -0.28

---

[5]
C27H78O12 | ωB97M-V/def2-TZVPD

CARTESIAN COORDINATES (ANGSTROEM)
1 O -1.0074 -2.2537 -3.5295
2 H -0.6417 -2.9771 -4.0385
3 H -1.7978 -2.0003 -4.0063
4 O -0.7698 -3.8530 -1.3934
5 H -0.6972 -3.2370 -2.1224
6 H -1.7067 -3.8868 -1.2002
7 O -1.8052 2.6254 -2.2879
8 H -1.6010 1.7049 -2.1230
9 H -2.5486 2.8127 -1.7147
10 C 1.2270 0.7432 -5.3663
11 C 1.4413 2.1970 -5.0108
12 C 1.7996 2.8881 -6.3365
13 O 0.1755 2.7036 -4.6137
14 H 1.2214 0.1578 -4.4469
15 H 1.9987 0.2989 -5.9949
16 H 0.2722 0.5073 -5.8362
17 H 2.2991 2.4100 -4.3729
18 H 1.0631 2.5962 -7.0852
19 H 2.7576 2.6016 -6.7702
20 H 1.6530 3.9675 -6.3769
21 H -0.2549 2.2319 -3.8969
22 C -0.2305 2.4141 2.8302
23 C 0.3020 3.5530 3.7072
24 C 1.8432 3.8364 3.6714
25 O -0.3377 4.7266 3.4146
26 H 0.0818 1.4404 3.2078
27 H 0.1719 2.4747 1.8191
28 H -1.3096 2.4470 2.6796
29 H 0.0455 3.4294 4.7594
30 H 2.1566 4.3303 2.7516
31 H 2.4139 2.9146 3.7839
32 H 2.1882 4.5511 4.4186
33 H -0.3165 5.2658 4.2085
34 C -6.2978 -0.8883 -2.5237
35 C -5.0427 -0.6385 -1.6587
36 C -5.1855 0.5928 -0.6453
37 O -4.9370 -1.8745 -0.9358
38 H -6.0358 -1.7034 -3.1982
39 H -6.4151 -0.0284 -3.1832
40 H -7.1774 -1.1335 -1.9284
41 H -4.2107 -0.5891 -2.3611
42 H -4.4408 0.4608 0.1396
43 H -6.1499 0.5494 -0.1392
44 H -5.0352 1.5493 -1.1460
45 H -5.7386 -2.1880 -0.5106
46 C -1.0468 -0.4291 0.0897
47 C -0.1240 0.3641 -0.8643
48 C 1.3023 -0.1896 -0.7708
49 O -0.5875 0.2838 -2.1723
50 H -2.1310 -0.4421 -0.0221
51 H -0.7140 -0.1490 1.0892
52 H -0.7132 -1.4469 -0.1122
53 H -0.1699 1.4465 -0.7444
54 H 1.3678 -1.2361 -1.0686
55 H 1.7744 -0.1932 0.2117
56 H 2.0446 0.3201 -1.3850
57 H -0.6693 -0.6492 -2.3828
58 C -2.1088 -3.0235 2.7312
59 C -1.5416 -4.0745 3.6445
60 C -1.5706 -3.6204 5.1189
61 O -2.2079 -5.3304 3.5310
62 H -1.6536 -2.0498 2.9124
63 H -3.1841 -2.9399 2.8892
64 H -1.8916 -3.2286 1.6829
65 H -0.4840 -4.2112 3.4191
66 H -1.1137 -4.2797 5.8569
67 H -2.5417 -3.4231 5.5731
68 H -1.0039 -2.6999 5.2590
69 H -2.0631 -5.6154 2.6258
70 C 3.9354 -2.1732 -1.9375
71 C 5.2807 -1.6143 -2.3661
72 C 5.7102 -0.1593 -1.9690
73 O 6.1887 -2.4870 -1.7015
74 H 3.2438 -1.5361 -2.4888
75 H 3.6842 -2.2856 -0.8828
76 H 3.8760 -3.1417 -2.4341
77 H 5.4629 -1.7984 -3.4248
78 H 4.9583 0.4436 -2.4782
79 H 6.7686 0.0590 -2.1109
80 H 5.5759 0.0033 -0.8996
81 H 6.1883 -3.3823 -2.0479
82 C -4.2656 2.5571 2.6133
83 C -4.8639 1.2216 3.1007
84 C -3.9033 0.1103 3.4621
85 O -5.7471 1.4264 4.2287
86 H -5.0622 3.1974 2.2343
87 H -3.5238 2.3876 1.8329
88 H -3.8574 3.1595 3.4249
89 H -5.5850 0.8616 2.3669
90 H -4.3035 -0.7604 3.9815
91 H -3.2140 0.4907 4.2159
92 H -3.3689 -0.2584 2.5865
93 H -5.2584 1.9442 4.8726
94 C 2.5637 3.4815 0.0609
95 C 3.2821 3.5956 -1.2276
96 C 3.5916 4.9824 -1.7627
97 O 4.5004 2.9374 -1.1096
98 H 1.5825 3.9524 0.0014
99 H 3.0305 4.0800 0.8432
100 H 2.4372 2.4111 0.2233
101 H 2.6896 3.0539 -1.9649
102 H 4.3437 5.4617 -1.1360
103 H 2.6657 5.5346 -1.9233
104 H 3.9943 4.8475 -2.7666
105 H 4.7624 2.7601 -2.0160
106 C 2.5023 -3.2744 3.4470
107 C 2.4623 -4.4183 2.3706
108 C 2.0143 -3.9072 0.9595
109 O 3.7382 -4.8867 2.2971
110 H 1.5188 -2.8206 3.5688
111 H 3.3060 -2.5553 3.2886
112 H 2.8043 -3.7379 4.3862
113 H 1.9101 -5.2788 2.7482
114 H 2.4901 -2.9425 0.7837
115 H 0.9457 -3.6968 0.9156
116 H 2.2642 -4.5745 0.1347
117 H 4.2913 -4.1837 1.9485

The calculation puts the frontier orbital gap (alpha / beta) at 0.074 / 0.354 Eh. The net charge is -1. As for the spin multiplicity: 2. Its LUMO energy (alpha / beta) is 1.948 / 1.942 eV.

Atomic partial charges in e from the Löwdin method, atoms 1 to 6: O -0.27; H -0.02; H -0.03; O -0.14; H -0.06; H 0.01

---

[6]
CH4ClPS2 | ωB97M-V/def2-TZVPD

CARTESIAN COORDINATES (ANGSTROEM)
1 C -0.1714 -0.3648 0.9613
2 P 0.9470 0.8238 1.8937
3 S -0.2652 1.7155 3.2442
4 S 3.4239 -1.4130 -0.0607
5 Cl 1.5014 2.2667 0.5923
6 H 0.1566 -0.5021 -0.1186
7 H 0.0500 -1.2354 1.6327
8 H -1.2296 -0.1648 1.0256
9 H 3.4388 -1.4662 1.2041

The calculation puts the frontier orbital gap (alpha / beta) at 0.259 / 0.231 Eh. The net charge is 0. As for the spin multiplicity: 1. As for the energy above the lowest of the compared OMol25 structures with the same formula, charge and spin: 331.98 kJ/mol. Its LUMO energy (alpha / beta) is -2.471 / -2.764 eV.

Atomic partial charges in e from the Löwdin method, atoms 1 to 6: C -0.38; P -0.02; S 0.15; S 0.39; Cl 0.13; H 0.04

---

[7]
C10H11NO | ωB97M-V/def2-TZVPD

CARTESIAN COORDINATES (ANGSTROEM)
1 C 2.5112 -1.6817 0.3059
2 C 2.3599 -0.2914 -0.2108
3 C 1.0003 1.8007 0.2696
4 C -0.4618 2.2322 -0.1332
5 C -1.1649 0.9196 -0.1642
6 C -2.5281 0.7291 -0.0120
7 C -3.0074 -0.5730 -0.1827
8 C -2.0428 -1.6416 -0.2411
9 C -0.7121 -1.4394 -0.2350
10 C -0.2050 -0.1616 -0.3250
11 H 1.8176 -1.8111 1.1655
12 H 2.2383 -2.4760 -0.2929
13 H 3.5285 -1.5991 0.7434
14 H 1.6729 2.4370 -0.1619
15 H 1.4430 1.7086 1.2604
16 H -0.3665 2.4328 -1.2083
17 H -0.7472 3.1905 0.3807
18 H -3.3135 1.4025 0.3645
19 H -3.9536 -0.9390 0.0997
20 H -2.4274 -2.6359 -0.1652
21 H -0.0118 -2.2683 -0.3459
22 N 1.0773 0.3144 -0.3081
23 O 3.2932 0.3505 -0.6034

The calculation puts the frontier orbital gap at 0.321 Eh. The net charge is 0. As for the spin multiplicity: 1. Its SMILES is CC(=O)N1CCc2ccccc21. As for the energy above the lowest of the compared OMol25 structures with the same formula, charge and spin: 200.14 kJ/mol. Its LUMO energy is 0.886 eV.

Atomic partial charges in e from the Löwdin method, atoms 1 to 6: C 0.01; C -0.48; C -0.04; C -0.09; C -0.17; C -0.04

---

[8]
C4H11O2Pd | ωB97M-V/def2-TZVPD

CARTESIAN COORDINATES (ANGSTROEM)
1 C -1.6153 -0.8216 2.5448
2 H -2.1782 -0.1810 1.8378
3 H -0.8439 -0.1555 2.9763
4 H -1.0695 -1.5966 1.9774
5 Pd -2.7468 -1.4154 3.8730
6 O -4.3949 -1.5476 2.7823
7 H -4.3506 -1.8813 1.8509
8 C -3.0352 0.7954 5.7721
9 O -3.3958 0.1716 4.5516
10 C -4.7631 0.3218 4.2007
11 C -4.9252 -0.2243 2.8059
12 H -1.9680 0.6070 5.9336
13 H -3.2135 1.8782 5.7053
14 H -3.6172 0.3790 6.6082
15 H -5.0446 1.3858 4.2159
16 H -5.4025 -0.2126 4.9219
17 H -4.3558 0.3969 2.0975
18 H -5.9878 -0.2246 2.5288

The calculation puts the frontier orbital gap (alpha / beta) at 0.158 / 0.348 Eh. The net charge is 0. As for the spin multiplicity: 4. Its LUMO energy (alpha / beta) is 0.578 / -0.004 eV.

Atomic partial charges in e from the Löwdin method, atoms 1 to 6: C -0.39; H -0.02; H -0.01; H -0.01; Pd 0.71; O -0.24

---

- Which of these has the highest net charge?
  C35H47IN4OPSn

---

- What is the formula in the eighth record?
  C4H11O2Pd

---

Repeat the fourth record exactly.
C5H10N3O3 | ωB97M-V/def2-TZVPD

CARTESIAN COORDINATES (ANGSTROEM)
1 C -0.6996 -0.7308 0.6212
2 C -0.8110 -0.2671 -0.7629
3 C 0.2029 0.1568 1.4895
4 C -0.1825 1.0906 -1.0058
5 C 1.4110 0.5362 0.7110
6 N 1.3391 0.9392 -0.4901
7 N 3.5571 -0.1634 1.3424
8 N -5.6780 0.0705 0.2638
9 O 2.2381 1.3156 -1.2604
10 O -5.2960 -0.0583 -0.9376
11 O -4.8384 0.4962 1.1030
12 H -1.6738 -0.6993 1.1406
13 H -0.3019 -1.7199 0.6613
14 H -0.3850 -0.8704 -1.4662
15 H -1.9131 -0.1961 -1.0628
16 H -0.4244 0.9868 1.8109
17 H 0.4193 -0.3325 2.3699
18 H -0.0453 1.1281 -2.0688
19 H -0.5824 2.0560 -0.6444
20 H 3.2226 -1.0998 1.5914
21 H 3.8146 -0.2229 0.3594

The calculation puts the frontier orbital gap (alpha / beta) at 0.095 / 0.197 Eh. The net charge is -1. As for the spin multiplicity: 3. As for the energy above the lowest of the compared OMol25 structures with the same formula, charge and spin: 666.89 kJ/mol. Its LUMO energy (alpha / beta) is 1.776 / 1.693 eV.

Atomic partial charges in e from the Löwdin method, atoms 1 to 6: C -0.19; C -0.19; C -0.16; C -0.03; C 0.03; N -0.28